No. 1
Below is a structure of composition C44H100AsF6O26P4S5 at a distorted geometry, with properties calculated with ωB97M-V/def2-TZVPD.

Calculated values
HOMO-LUMO gap = 9.81 eV
energy = -9884.5581 Ha
charge = -1
E_LUMO = 1.83 eV

Each line ends with the Mulliken charge.
Positions of all 186 atoms, in Å:
As (0.99, 0.74, -0.59)  2.11
S (0.15, -2.09, 5.93)  1.13
S (-1.82, -3.57, -4.60)  1.14
S (1.03, 3.18, -6.04)  1.13
S (5.49, 0.68, 3.18)  0.96
S (3.78, 6.29, -0.78)  1.05
P (7.06, -1.36, -1.31)  1.06
P (-1.66, -6.03, 3.36)  1.01
P (-6.12, -1.23, -2.00)  0.97
P (-4.49, 5.42, 0.16)  0.40
F (0.04, 0.81, 0.95)  -0.32
F (-0.40, 0.04, -1.49)  -0.55
F (2.37, 1.46, 0.27)  -0.36
F (1.98, 0.61, -2.11)  -0.52
F (1.55, -0.90, -0.16)  -0.56
F (0.44, 2.45, -1.00)  -0.52
O (6.51, 0.04, 4.00)  -0.76
O (5.84, 1.73, 2.20)  -0.48
O (1.55, -1.69, 6.08)  -0.63
O (-6.68, -2.76, -1.91)  -0.40
O (-5.36, 4.42, -0.53)  -0.63
O (-3.66, 4.75, 1.34)  0.38
O (-7.41, -0.31, -1.75)  -0.41
O (5.89, -2.37, -1.91)  -0.45
O (-5.20, 6.68, 0.97)  -0.36
O (7.08, -1.37, 0.20)  -0.66
O (-0.40, -3.14, 6.77)  -0.70
O (-2.22, -7.32, 2.44)  -0.38
O (8.43, -1.75, -2.07)  -0.34
O (0.75, 1.82, -6.33)  -0.60
O (-0.37, -6.68, 4.09)  -0.38
O (3.39, 7.67, -0.39)  -0.72
O (3.99, 5.92, -2.21)  -0.58
O (-2.81, -3.94, -3.52)  -0.58
O (-3.39, 6.24, -0.74)  -0.35
O (6.71, 0.10, -1.95)  -0.40
O (-1.60, -4.52, -5.67)  -0.75
O (-2.62, -5.37, 4.26)  -0.71
O (-5.34, -0.92, -3.25)  -0.56
O (0.47, 4.20, -6.94)  -0.72
O (-5.24, -1.05, -0.63)  -0.41
O (-0.86, -5.12, 2.23)  -0.24
C (-0.32, -2.40, 4.15)  -1.07
C (2.82, 3.39, -5.77)  -0.84
C (2.91, -0.15, 2.77)  1.14
C (-7.86, -3.25, -2.53)  -0.27
C (3.00, 1.23, 3.30)  -0.25
C (-7.42, 1.02, -2.25)  -0.19
C (4.42, 4.52, 1.24)  0.25
C (5.24, 1.99, -1.85)  -0.49
C (-5.03, 6.11, 3.35)  -0.75
C (3.52, -3.09, -2.08)  -1.19
C (-2.41, -8.58, 3.02)  -0.08
C (0.48, 3.53, -4.31)  -0.60
C (-8.04, 1.13, -3.64)  -1.08
C (2.91, 4.92, 1.41)  -0.66
C (-1.21, -0.90, -4.59)  -0.02
C (-0.90, -0.56, 6.09)  -0.89
C (5.10, 5.59, 0.29)  -0.95
C (-1.13, 6.72, 0.16)  -0.54
C (-3.02, 3.51, 1.20)  -0.30
C (10.18, -3.38, -2.55)  -1.34
C (-0.93, -7.56, 6.25)  -1.08
C (-2.20, -1.85, -5.37)  -0.91
C (-1.56, -4.48, 1.19)  -0.84
C (-0.28, -3.11, -3.82)  -0.01
C (-3.92, -0.66, -0.74)  0.20
C (6.29, 1.13, -1.08)  0.40
C (4.19, 1.37, 4.28)  -0.97
C (8.87, -3.10, -1.74)  -0.12
C (1.69, 4.24, -3.63)  0.57
C (-2.46, 7.27, -0.21)  -0.41
C (-2.03, 3.45, 2.33)  -0.76
C (3.02, 3.71, -4.20)  0.18
C (-0.07, -6.52, 5.47)  0.13
C (-1.72, -0.42, 4.82)  -1.00
C (-0.54, -3.76, 0.31)  -0.06
C (-3.30, -1.01, 0.62)  -0.61
C (-5.97, 6.43, 2.18)  -0.29
C (-3.18, -9.47, 1.99)  -1.31
C (-7.81, -2.86, -4.03)  -0.75
C (-0.86, -1.04, 3.70)  1.25
C (2.46, 5.21, -0.03)  1.08
C (0.17, -1.73, -4.30)  -0.17
C (4.33, -0.59, 2.37)  -0.12
C (4.66, -2.38, -1.28)  0.68
H (2.62, 4.24, -0.50)  -0.65
H (-9.09, 0.96, -3.42)  0.34
H (5.70, 2.63, -2.60)  0.49
H (-1.06, 0.06, -5.09)  0.38
H (-1.49, 2.51, 2.29)  -0.04
H (-3.28, -1.73, -5.27)  0.44
H (-3.73, 2.70, 1.02)  0.40
H (-1.99, -7.31, 6.25)  0.26
H (-2.16, -5.12, 0.54)  0.50
H (-7.85, 0.31, -4.33)  0.15
H (-2.26, -3.84, 1.72)  0.35
H (-4.73, 5.07, 3.20)  0.05
H (-0.05, -2.96, 0.86)  -0.15
H (-2.32, 3.51, 0.36)  0.17
H (-8.77, -2.95, -2.01)  0.27
H (3.39, -2.49, -2.98)  0.32
H (-2.63, -1.02, 4.91)  0.40
H (4.74, -0.68, 1.37)  -0.51
H (10.99, -2.70, -2.29)  0.32
H (4.48, -1.52, 2.93)  0.54
H (-0.45, -3.07, -2.74)  -0.44
H (4.79, -2.93, -0.35)  0.30
H (4.57, 2.32, 4.65)  0.48
H (3.13, 2.04, 2.58)  -0.40
H (8.08, -3.81, -1.98)  0.33
H (-1.28, 4.25, 2.31)  0.12
H (-6.72, 5.65, 2.03)  0.26
H (1.44, 5.53, -0.23)  -0.38
H (1.66, 4.00, -2.57)  -0.85
H (-7.96, -1.80, -4.24)  0.05
H (5.87, 5.26, -0.41)  0.41
H (2.83, 5.84, 1.98)  0.42
H (-2.24, -0.79, 0.74)  -0.19
H (-0.88, -8.45, 5.63)  0.24
H (-7.88, 2.08, -4.15)  0.34
H (-3.76, -0.53, 1.48)  0.39
H (-7.92, -4.33, -2.43)  0.33
H (-0.24, -5.50, 5.81)  -0.03
H (0.33, -4.01, -3.92)  0.62
H (1.58, 5.32, -3.71)  0.41
H (-1.46, -9.01, 3.31)  0.25
H (-2.44, 8.09, -0.92)  0.40
H (-1.17, -3.05, 4.36)  0.47
H (-5.49, 6.34, 4.31)  0.42
H (2.58, -3.18, -1.54)  0.11
H (-8.61, -3.31, -4.62)  0.42
H (-6.94, -3.19, -4.60)  0.24
H (-0.05, -0.33, 3.56)  -0.30
H (2.25, 4.12, 1.75)  0.36
H (5.80, 0.65, -0.23)  -0.46
H (-3.83, 0.41, -0.96)  0.28
H (-0.55, 3.89, -4.32)  0.65
H (-2.57, -9.75, 1.13)  0.31
H (5.53, 6.42, 0.85)  0.43
H (-0.29, 7.41, 0.23)  0.54
H (2.34, -0.05, 1.84)  -0.53
H (-1.50, -1.15, 2.81)  -0.61
H (4.66, 2.56, -1.12)  -0.09
H (4.46, 3.60, 0.65)  -0.77
H (0.62, 2.51, -3.97)  -0.06
H (-3.52, -10.39, 2.45)  0.39
H (-6.54, 7.34, 2.38)  0.30
H (3.45, 2.93, -3.57)  -0.48
H (2.02, 1.37, 3.77)  0.58
H (-0.80, 6.03, -0.62)  0.02
H (-7.89, 1.76, -1.59)  0.45
H (7.17, 1.67, -0.73)  0.34
H (4.97, 4.29, 2.15)  0.68
H (-2.57, 3.57, 3.27)  0.43
H (3.24, 4.06, -6.51)  0.39
H (3.72, 4.54, -4.13)  0.46
H (0.88, -1.26, -3.62)  -0.30
H (4.28, -1.37, -1.15)  -0.32
H (0.83, -1.96, -5.14)  0.38
H (4.54, 1.37, -2.41)  0.17
H (4.09, 0.63, 5.08)  0.35
H (10.56, -4.38, -2.38)  0.39
H (9.23, -3.12, -0.72)  0.23
H (-1.65, -0.66, -3.62)  -0.16
H (0.42, -2.98, 3.61)  0.73
H (-1.35, 6.18, 1.08)  -0.03
H (-3.29, -2.09, 0.72)  0.13
H (-4.12, 6.71, 3.31)  0.23
H (-6.38, 1.33, -2.32)  0.19
H (-1.16, -3.30, -0.46)  -0.09
H (0.98, -6.78, 5.53)  0.36
H (-2.91, 7.78, 0.64)  0.26
H (3.89, -4.08, -2.33)  0.48
H (-1.96, 0.60, 4.54)  0.38
H (-4.05, -8.88, 1.71)  0.34
H (9.95, -3.29, -3.62)  0.34
H (-0.30, 0.34, 6.20)  0.34
H (-3.32, -1.17, -1.50)  -0.01
H (-1.44, -0.64, 7.03)  0.52
H (-3.00, -8.53, 3.94)  0.30
H (-1.71, -1.99, -6.33)  0.38
H (0.11, -4.49, -0.16)  0.45
H (-0.57, -7.79, 7.25)  0.43
H (3.27, 2.43, -6.05)  0.41
H (2.28, -0.90, 3.25)  -0.25


No. 2
Below is the molecule C20H22N2O3S at a distorted geometry, with properties calculated with ωB97M-V/def2-TZVPD.

Calculated values
HOMO-LUMO gap = 8.47 eV
energy = -1508.7418 Ha
structure (SMILES) = COc1ccc(CC/N=C2\SCC(=O)N2Cc2ccccc2)cc1OC
charge = 0
E_LUMO = 0.62 eV

Each line ends with the natural charge from an NBO analysis.
Positions of all 48 atoms, in Å:
S (4.11, 1.37, -1.20)  0.21
O (4.16, -2.31, -0.04)  -0.57
O (-3.26, -0.58, 0.08)  -0.53
O (-2.71, 1.43, -1.92)  -0.51
N (3.03, -0.39, 0.39)  -0.45
N (2.09, 1.70, 0.63)  -0.51
C (-0.75, 1.57, 1.73)  -0.21
C (-2.36, 0.43, 0.33)  0.29
C (-0.38, -3.64, 0.01)  -0.22
C (3.98, -1.14, -0.23)  0.69
C (0.57, 3.54, 0.92)  -0.41
C (-0.98, -2.99, -1.06)  -0.22
C (-0.59, -1.70, -1.37)  -0.20
C (-3.45, -1.56, 1.07)  -0.25
C (1.88, 3.06, 0.26)  -0.24
C (-3.88, 0.70, -2.20)  -0.24
C (-1.20, 2.39, -0.45)  -0.25
C (-0.49, 2.50, 0.73)  -0.01
C (0.37, -1.05, -0.61)  -0.24
C (-2.13, 1.39, -0.68)  0.25
C (4.79, -0.30, -1.21)  -0.63
C (2.05, -1.01, 1.26)  -0.27
C (-1.67, 0.55, 1.52)  -0.30
C (0.59, -3.00, 0.76)  -0.23
C (2.92, 0.95, 0.07)  0.35
C (0.98, -1.71, 0.45)  0.06
H (-1.03, 3.10, -1.26)  0.22
H (-4.17, -2.26, 0.64)  0.20
H (-1.83, -0.16, 2.31)  0.22
H (-4.20, 1.05, -3.18)  0.19
H (5.84, -0.28, -0.91)  0.25
H (1.06, -3.52, 1.58)  0.21
H (4.72, -0.73, -2.21)  0.25
H (-4.66, 0.90, -1.46)  0.18
H (0.65, -0.04, -0.85)  0.22
H (-1.73, -3.49, -1.65)  0.21
H (-3.69, -0.38, -2.24)  0.18
H (-1.05, -1.18, -2.20)  0.22
H (2.57, -1.74, 1.89)  0.23
H (1.61, -0.22, 1.87)  0.25
H (-0.68, -4.65, 0.26)  0.21
H (-0.23, 1.63, 2.67)  0.21
H (-2.52, -2.09, 1.30)  0.19
H (-3.87, -1.13, 1.99)  0.17
H (1.80, 3.14, -0.84)  0.19
H (2.72, 3.68, 0.58)  0.20
H (0.28, 4.49, 0.47)  0.21
H (0.75, 3.69, 1.98)  0.21


No. 3
Below is a structure of composition C15H35N7O11Pb at a distorted geometry, with properties calculated with ωB97M-V/def2-TZVPD.

Calculated values
HOMO-LUMO gap = 3.00 eV
energy = -1995.8098 Ha
charge = 0
E_LUMO = -3.95 eV

Each line ends with the natural charge from an NBO analysis.
Positions of all 69 atoms, in Å:
Pb (-1.13, -0.68, 0.42)  1.51
O (-4.99, 2.29, 3.60)  -0.50
O (-6.43, -2.32, 1.57)  -0.44
O (-0.47, -2.70, -3.21)  -0.67
O (0.30, 0.66, 4.46)  -0.67
O (-4.34, -2.64, 1.88)  -0.50
O (-3.67, 2.50, 1.93)  -0.57
O (1.49, -4.18, 1.79)  -0.71
O (2.94, 1.36, -0.92)  -0.66
O (-4.88, -2.44, -0.04)  -0.51
O (-4.16, 4.16, 3.14)  -0.44
O (-2.30, 2.61, -2.92)  -0.66
N (0.72, 2.61, 5.43)  -0.59
N (-3.98, 3.91, -3.65)  -0.61
N (0.00, -1.75, -5.17)  -0.60
N (-5.29, -2.51, 1.10)  0.71
N (1.25, -6.21, 2.70)  -0.58
N (4.73, 2.22, -2.06)  -0.62
N (-4.29, 3.03, 2.89)  0.72
C (3.99, 2.48, -3.33)  -0.42
C (4.16, 1.59, -0.99)  0.68
C (1.94, -5.14, 2.51)  0.67
C (-2.89, 3.68, -2.90)  0.68
C (-1.39, -1.34, -5.56)  -0.43
C (0.30, 1.34, 5.48)  0.66
C (-2.33, 4.87, -2.09)  -0.71
C (1.79, -2.98, -3.94)  -0.73
C (0.34, -2.48, -4.10)  0.67
C (-0.01, -6.64, 2.05)  -0.41
C (-0.22, 0.76, 6.67)  -0.71
C (1.05, 3.38, 4.34)  -0.41
C (3.23, -4.95, 3.40)  -0.69
C (-4.82, 2.96, -4.37)  -0.42
C (5.11, 1.17, 0.12)  -0.71
H (0.96, 3.11, 6.27)  0.39
H (4.13, 1.71, -4.08)  0.19
H (-0.94, -6.20, 2.41)  0.22
H (-5.84, 3.34, -4.25)  0.21
H (0.10, -6.33, 1.01)  0.23
H (-1.87, -2.05, -6.22)  0.21
H (0.42, -0.12, 6.75)  0.24
H (4.11, -4.56, 2.88)  0.24
H (-4.57, 3.13, -5.42)  0.20
H (-1.48, -0.31, -5.91)  0.22
H (2.91, 2.62, -3.22)  0.24
H (5.72, 2.41, -2.02)  0.40
H (2.37, -3.04, -4.86)  0.21
H (-1.25, 0.42, 6.61)  0.26
H (-4.93, 1.98, -3.91)  0.24
H (4.30, 3.42, -3.78)  0.21
H (-2.16, 4.62, -1.04)  0.26
H (1.86, -4.01, -3.60)  0.25
H (1.75, -6.81, 3.35)  0.39
H (0.81, -1.49, -5.72)  0.39
H (2.01, 3.24, 3.84)  0.19
H (6.14, 1.01, -0.19)  0.21
H (4.89, 0.19, 0.54)  0.25
H (-2.05, -1.46, -4.70)  0.24
H (-3.98, 4.87, -3.96)  0.38
H (0.98, 4.38, 4.77)  0.20
H (2.45, -2.51, -3.21)  0.24
H (2.99, -4.31, 4.25)  0.24
H (5.11, 1.98, 0.85)  0.24
H (0.26, 3.42, 3.60)  0.22
H (-2.86, 5.79, -2.32)  0.21
H (-0.05, -7.72, 2.23)  0.21
H (-0.26, 1.39, 7.57)  0.22
H (-1.34, 5.18, -2.43)  0.23
H (3.53, -5.96, 3.69)  0.20